Record 1
C47H38FFeN7O7S as an isolated structure, computed with wB97M-V/def2-TZVPD.

Properties
Relative energy (zero: lowest compared OMol25 entry of this formula, charge and spin) = 0.0000 eV
Net charge = 0
E_LUMO = -0.017 Eh
Total energy = -4485.753688 Eh

Element x y z (Å)
Fe -0.6575 -0.1885 0.2355
O 4.4871 3.8653 1.3283
C 4.5068 2.6923 1.7607
O 5.2608 2.1314 2.5648
C 3.3944 1.7963 1.1650
C 2.6440 2.2385 0.0832
C 1.5096 1.5356 -0.2753
N 1.1556 0.4257 0.3659
C 1.8907 -0.0471 1.3685
C 3.0261 0.6181 1.7984
C 1.2774 -1.2367 1.9990
C 1.9287 -2.0482 2.9143
C 1.2548 -3.1356 3.4411
C -0.0506 -3.3827 3.0446
C -0.6331 -2.5281 2.1270
N 0.0094 -1.4824 1.6150
C 0.4634 2.0069 -1.2065
C 0.6398 3.0655 -2.0868
C -0.4223 3.4665 -2.8755
C -1.6327 2.7969 -2.7728
C -1.7312 1.7494 -1.8766
N -0.7184 1.3628 -1.1025
H 2.9191 3.1826 -0.3668
H 3.6243 0.2887 2.6377
H 2.9516 -1.8342 3.1892
H 1.7468 -3.7888 4.1497
H -0.6086 -4.2243 3.4293
H -1.6490 -2.6704 1.7804
H 1.5984 3.5605 -2.1433
H -0.3069 4.2923 -3.5652
H -2.4861 3.0756 -3.3746
H -2.6561 1.1977 -1.7585
C -5.5601 -3.0827 -4.5478
C -6.2065 -2.7121 -3.2230
C -7.4023 -1.7968 -3.4352
C -8.0995 -1.5230 -2.1149
C -7.1176 -1.0054 -1.0994
C -7.5424 -0.2378 -0.0389
C -6.6279 0.2439 0.8925
F -7.0934 0.9939 1.9093
C -5.2929 -0.0126 0.7934
C -4.8356 -0.7832 -0.2845
C -3.3953 -1.0197 -0.4152
O -2.6266 -0.5618 0.4599
C -2.9847 -1.7780 -1.5402
C -3.9369 -2.2707 -2.3871
N -5.2574 -2.0511 -2.2905
C -5.7407 -1.2863 -1.2281
C -1.5451 -2.1609 -1.8401
O -1.3792 -3.0900 -2.6334
O -0.6191 -1.5082 -1.2644
H -6.3416 -3.4402 -5.2175
H -4.8231 -3.8781 -4.4579
H -5.0857 -2.2150 -5.0091
H -6.5544 -3.6259 -2.7283
H -8.0855 -2.2730 -4.1384
H -7.0587 -0.8628 -3.8899
H -8.5532 -2.4480 -1.7455
H -8.9097 -0.8042 -2.2403
H -8.5914 0.0042 0.0773
H -4.5850 0.3641 1.5182
H -3.5879 -2.8961 -3.1943
C 6.1226 -1.7495 -2.1849
N 4.8459 -2.3982 -1.9305
C 4.5063 -3.5685 -2.5120
C 3.3078 -4.1436 -2.2829
C 2.4288 -3.4460 -1.3936
N 2.7536 -2.3228 -0.7981
C 3.9521 -1.7290 -1.0605
O 4.3003 -0.6542 -0.6045
N 1.1989 -3.9572 -1.1183
H 6.7306 -2.4042 -2.8060
H 6.6301 -1.5487 -1.2440
H 5.9689 -0.7964 -2.6885
H 5.2464 -4.0065 -3.1693
H 3.0288 -5.0752 -2.7494
H 0.7916 -4.5226 -1.8478
H 0.5663 -3.2215 -0.8179
O -0.9941 1.1076 1.8651
S -2.0722 2.1493 1.6620
C -1.2434 3.7297 1.5949
C -1.8318 4.7495 0.8596
C -1.1691 5.9634 0.7597
C 0.0685 6.1314 1.3705
C 0.6515 5.1004 2.0974
C -0.0158 3.8879 2.2159
C -2.8515 2.2892 3.2596
C -2.1519 1.9451 4.4059
C -2.7847 2.0667 5.6322
C -4.0968 2.5208 5.7013
C -4.7883 2.8493 4.5448
C -4.1652 2.7282 3.3105
H -2.7834 4.5936 0.3639
H -1.6108 6.7724 0.1922
H 0.5932 7.0730 1.2716
H 1.6420 5.2165 2.5304
H 0.4254 3.0630 2.7613
H -1.1363 1.5802 4.3250
H -2.2535 1.8061 6.5380
H -4.5842 2.6112 6.6631
H -5.8139 3.1888 4.6005
H -4.6982 2.9654 2.3968

Record 2
C17H18CaFNO2S2Se as an isolated structure, computed with wB97M-V/def2-TZVPD.

Properties
Relative energy (zero: lowest compared OMol25 entry of this formula, charge and spin) = 0.0000 eV
Net charge = 0
E_LUMO = 0.005 Eh
Total energy = -4839.233124 Eh

Element x y z (Å)
Ca 0.8612 1.2499 -1.1281
O -1.3082 1.7689 -1.6770
S -2.5896 1.0032 -1.4563
C -2.0455 -0.6040 -0.8313
C -1.2963 -1.3850 -1.9050
C -0.5870 -2.6135 -1.3217
C 0.5849 -2.3292 -0.3749
S 2.0896 -1.9880 -1.3203
O 1.8437 -0.6681 -2.0069
C 3.1940 -1.6165 0.0397
C 3.8185 -0.3814 0.0664
C 4.6985 -0.0928 1.1001
C 4.9563 -1.0365 2.0812
C 4.3442 -2.2824 2.0285
C 3.4657 -2.5814 1.0014
C -3.3020 1.6111 0.0630
C -2.5134 1.7849 1.1952
C -3.1075 2.2837 2.3419
C -4.4631 2.5956 2.3535
C -5.2365 2.4172 1.2170
C -4.6512 1.9286 0.0571
H -2.9431 -1.1335 -0.5034
H -1.4220 -0.3894 0.0415
H -0.5835 -0.7495 -2.4409
H -2.0028 -1.7259 -2.6654
H -0.2472 -3.2522 -2.1419
H -1.3198 -3.2055 -0.7669
H 0.8063 -3.2191 0.2165
H 0.4311 -1.4804 0.2993
H 3.6384 0.3429 -0.7180
H 5.1824 0.8740 1.1296
H 5.6424 -0.8070 2.8853
H 4.5520 -3.0233 2.7888
H 2.9997 -3.5579 0.9569
H -1.4577 1.5270 1.1818
H -2.5109 2.4291 3.2323
H -4.9152 2.9867 3.2555
H -6.2885 2.6682 1.2267
H -5.2345 1.8031 -0.8470
F 0.4465 0.5245 0.8286
Se 2.0962 3.9348 -4.6681
C 2.1704 3.3873 -2.9611
N 2.2036 3.0017 -1.8536